No. 1
The following is a quantum chemistry calculation of a molecular structure, C28H23N11O2STi, from the Open Molecules 2025 dataset.

```
66
Properties=species:S:1:pos:R:3:forces:R:3
Ti 2.6673 1.0510 1.1504 0.104 0.152 0.054
N 4.6740 -1.4366 -1.4719 0.036 -0.001 -0.016
C 4.2522 -0.8836 -0.3021 -0.076 0.094 0.070
S 4.8300 0.7226 0.0909 0.085 -0.013 -0.030
N 3.3889 -1.5723 0.3989 0.017 -0.152 -0.023
N 3.0027 -0.8975 1.5528 -0.018 -0.095 0.031
C 2.9434 -1.5356 2.6644 0.008 0.055 0.004
C 2.6705 -0.8709 3.9193 -0.007 0.000 -0.055
C 2.4432 -1.6400 5.0703 0.014 -0.021 -0.044
C 2.2252 -1.0441 6.2912 0.005 0.024 -0.008
C 2.2547 0.3490 6.3856 0.000 -0.083 0.003
C 2.4945 1.1294 5.2731 0.027 0.063 -0.029
C 2.6988 0.5354 4.0277 0.037 0.000 0.168
O 2.9134 1.3050 2.9561 -0.052 -0.049 -0.053
H 5.4876 -1.0246 -1.8974 0.001 -0.008 -0.001
H 4.5762 -2.4372 -1.5584 -0.002 -0.004 0.012
H 3.1550 -2.6025 2.6533 0.005 0.003 0.007
H 2.4400 -2.7194 4.9778 -0.005 -0.004 0.025
H 2.0430 -1.6489 7.1680 -0.002 0.008 0.008
H 2.0933 0.8245 7.3439 0.001 0.010 -0.002
H 2.5308 2.2085 5.3397 -0.004 -0.005 0.000
C -2.7627 2.9482 1.4816 -0.048 -0.024 0.016
N -1.4999 2.2591 1.7358 0.040 0.032 -0.002
C -0.3924 2.2268 1.0046 -0.009 -0.043 -0.014
N 0.4913 1.4085 1.5675 -0.123 0.033 -0.034
C -0.1729 0.9547 2.6740 0.014 0.011 -0.001
N -1.3754 1.4461 2.8022 -0.030 -0.056 -0.001
C -3.8234 1.9952 0.9849 0.011 0.023 0.007
C -5.0792 1.9510 1.5723 0.021 0.008 -0.002
C -6.0425 1.0704 1.0939 -0.018 0.000 0.008
C -5.7564 0.2196 0.0412 0.004 -0.006 -0.012
C -4.4938 0.2600 -0.5446 0.014 0.047 0.038
C -3.5387 1.1525 -0.0769 0.000 -0.031 -0.019
C -4.1462 -0.6471 -1.6319 -0.062 -0.072 -0.120
N -4.8433 -1.5765 -2.1864 0.008 0.079 0.034
N -4.0257 -2.1660 -3.1401 0.123 -0.045 0.066
C -2.8942 -1.5550 -3.0774 -0.190 0.040 -0.108
O -2.8974 -0.5611 -2.1558 0.072 -0.048 0.104
C -1.6662 -1.7907 -3.8284 0.062 0.022 -0.014
C -1.5448 -2.9125 -4.6407 -0.025 0.011 0.022
C -0.3547 -3.1370 -5.3119 0.011 -0.018 -0.018
C 0.7083 -2.2570 -5.1705 0.011 0.021 0.016
C 0.5835 -1.1264 -4.3706 0.006 0.007 0.001
C 1.7354 -0.1532 -4.2877 -0.014 -0.014 -0.042
N 1.7563 0.6215 -3.0496 -0.045 -0.076 0.120
C 1.8109 0.1780 -1.7983 0.034 0.048 -0.096
N 1.9119 1.2131 -0.9701 -0.090 0.047 -0.039
C 1.9014 2.2900 -1.8104 0.035 0.004 -0.007
N 1.8007 1.9694 -3.0718 0.044 -0.009 -0.018
C -0.6086 -0.8942 -3.7055 -0.032 -0.015 0.018
H -2.5562 3.7326 0.7530 0.009 0.004 -0.002
H -3.0673 3.4151 2.4156 0.008 0.024 -0.008
H -0.2617 2.7860 0.0931 -0.003 0.007 -0.001
H 0.2457 0.2590 3.3807 0.009 -0.004 0.014
H -5.3076 2.5983 2.4100 -0.003 0.001 0.002
H -7.0190 1.0421 1.5575 -0.002 -0.003 -0.003
H -6.4918 -0.4809 -0.3302 -0.005 0.003 0.002
H -2.5616 1.1689 -0.5438 0.009 0.010 0.006
H -2.3770 -3.5977 -4.7257 0.004 -0.007 -0.009
H -0.2477 -4.0104 -5.9404 -0.004 -0.003 -0.001
H 1.6400 -2.4493 -5.6892 -0.001 -0.007 -0.005
H 1.6900 0.5860 -5.0860 -0.007 0.008 0.008
H 2.6847 -0.6829 -4.3727 0.007 0.022 -0.008
H 1.8031 -0.8630 -1.5169 -0.013 -0.006 -0.012
H 1.9931 3.3131 -1.4834 -0.017 0.003 0.005
H -0.7329 -0.0162 -3.0848 0.013 0.002 -0.010
```
Forces are in eV/Å.

For the LUMO energy (spin up / spin down), the calculation gives -2.740 / -3.190 eV. As for the net charge: +1. Its spin multiplicity is 2. Its HOMO energy (spin up / spin down) is -11.050 / -11.050 eV. For the relative energy (zero: lowest compared OMol25 entry of this formula, charge and spin), the calculation gives 14.8 kcal per mole.

***

No. 2
The following is a quantum chemistry calculation of a molecular structure, C28H23N13O5S2Ti, from the Open Molecules 2025 dataset.

```
72
Properties=species:S:1:pos:R:3:forces:R:3
Ti -0.5629 0.1431 -0.7604 -0.508 1.384 0.028
O 2.6941 -5.0768 -1.0698 0.145 0.005 0.048
C 1.9449 -3.9669 -0.9682 -0.186 0.187 0.022
C 0.5857 -3.9513 -1.2996 -0.005 -0.116 -0.033
C -0.0965 -2.7641 -1.1616 -0.042 0.184 0.090
N 0.5248 -1.6642 -0.7695 0.383 -0.538 -0.091
C 1.8016 -1.6676 -0.4180 -0.146 0.139 -0.016
C 2.5642 -2.8080 -0.4889 0.098 -0.075 0.037
C 2.1679 -0.2918 0.1125 0.271 -0.524 -0.033
O 3.1765 -0.0787 0.7404 -0.045 0.048 -0.058
O 1.2206 0.5656 -0.1590 0.846 0.205 0.197
C -1.5802 -2.4624 -1.3489 0.324 -0.751 -0.144
O -2.3182 -3.2094 -1.9481 -0.001 0.090 0.176
O -1.8643 -1.3167 -0.8138 -0.349 -0.249 -0.050
H 2.1650 -5.8154 -1.3874 -0.053 -0.047 -0.029
H 0.0766 -4.8445 -1.6402 -0.062 0.039 0.006
H 3.6022 -2.8167 -0.1880 -0.010 0.033 0.013
N 2.0574 -0.0121 -2.9898 -0.064 0.012 0.216
C 0.9253 -0.3641 -3.6173 -0.205 -0.097 -0.061
N 1.0257 -0.7849 -4.8691 0.040 -0.050 -0.157
C -0.1240 -1.0199 -5.4960 0.086 -0.049 0.189
N -0.0740 -1.5031 -6.7430 -0.002 -0.004 0.019
N -1.3390 -0.7791 -4.9771 -0.133 -0.003 -0.022
C -1.3461 -0.4081 -3.7174 0.213 -0.117 -0.171
N -0.2569 -0.2802 -2.9368 0.055 0.134 -0.423
C -2.6474 -0.0525 -3.1254 -0.267 0.100 0.014
C -3.8295 -0.4572 -3.7198 0.076 0.041 -0.015
C -5.0222 -0.0705 -3.1326 -0.012 0.041 0.055
C -4.9759 0.7258 -2.0030 -0.017 -0.027 -0.123
C -3.7413 1.0741 -1.4735 -0.066 0.166 0.030
N -2.5951 0.6792 -2.0086 -0.050 -0.264 -0.072
H 2.8771 0.0297 -3.5717 -0.010 -0.013 -0.082
H 1.9478 0.7232 -2.3016 0.025 0.093 0.150
H 0.8182 -1.6030 -7.1912 -0.016 -0.011 -0.032
H -0.9290 -1.5926 -7.2601 0.010 -0.017 -0.039
H -3.7940 -1.0725 -4.6057 0.007 0.023 -0.010
H -5.9692 -0.3832 -3.5515 0.004 -0.004 -0.004
H -5.8823 1.0666 -1.5228 0.022 0.013 0.029
H -3.6699 1.6896 -0.5867 0.052 -0.043 0.024
S -0.0168 2.3124 -1.9993 -0.123 -0.153 0.183
C 0.3041 3.3737 -0.6581 0.030 0.082 -0.032
C 1.1810 4.4457 -0.7848 -0.044 0.028 0.101
C 1.4016 5.3165 0.2770 -0.218 -0.236 0.089
C 2.3143 6.4045 0.1214 0.192 0.230 -0.064
N 3.0504 7.2747 -0.0296 -0.031 -0.045 0.014
C 0.7292 5.1113 1.4921 -0.001 -0.180 -0.282
C -0.1447 4.0359 1.6189 0.018 0.005 0.000
C -0.3632 3.1657 0.5591 0.032 0.116 -0.045
S -1.4925 1.8421 0.7374 -0.129 0.103 0.052
C 0.9332 5.9793 2.6070 0.007 0.201 0.258
N 1.0690 6.6590 3.5247 0.013 -0.045 -0.049
H 1.6984 4.5981 -1.7220 0.018 0.040 0.011
H -0.6701 3.8795 2.5520 0.030 0.022 0.018
C 2.2248 -1.3101 4.8329 -0.012 0.081 0.074
C 1.0159 -0.9300 5.6848 -0.090 -0.093 -0.181
C 0.2139 -2.1612 6.1019 0.029 0.095 0.032
C 0.1236 0.1023 4.9716 0.160 -0.170 0.443
N -0.2895 -0.3223 3.6472 0.118 0.126 -0.348
C 0.2843 -0.0565 2.4766 -0.055 -0.290 0.152
N -0.4020 -0.6798 1.5429 -0.265 0.154 0.047
N -1.4154 -1.3093 2.1657 0.027 -0.096 -0.062
N -1.3592 -1.1049 3.4251 0.020 -0.014 0.144
H 2.8949 -1.9563 5.3997 0.003 -0.007 -0.011
H 2.7926 -0.4289 4.5252 0.008 -0.027 -0.033
H 1.9238 -1.8554 3.9359 0.003 -0.006 -0.011
H 1.3796 -0.4334 6.5885 -0.043 0.071 -0.003
H -0.2123 -2.6660 5.2345 -0.003 -0.025 -0.012
H -0.6073 -1.8831 6.7648 -0.015 -0.037 -0.016
H 0.8502 -2.8713 6.6312 0.008 0.005 -0.013
H 0.6567 1.0447 4.8535 -0.033 0.027 -0.050
H -0.7814 0.2796 5.5507 -0.020 0.058 -0.053
H 1.1549 0.5638 2.3407 -0.050 0.046 -0.031
```
Forces are in eV/Å.

For the LUMO energy, the calculation gives -0.828 eV. As for the net charge: 0. Its HOMO energy is -7.562 eV.

***

No. 3
The following is a quantum chemistry calculation of a molecular structure, C28H23N3S4Ti, from the Open Molecules 2025 dataset.

```
59
Properties=species:S:1:pos:R:3:forces:R:3
Ti 0.3285 0.3582 -0.3749 1.098 -0.096 -0.289
S 1.0401 -2.2158 -1.1395 -0.076 0.245 0.001
C 0.4938 -2.3076 -2.7806 -0.064 -0.091 -0.077
C 0.8182 -3.4474 -3.5529 0.074 0.008 0.092
C 0.4438 -3.5823 -4.8693 -0.029 0.022 -0.071
C -0.2858 -2.5819 -5.5185 0.065 -0.079 0.087
C -0.6268 -1.4583 -4.7970 -0.037 0.045 -0.038
C -0.2568 -1.3270 -3.4561 0.030 -0.040 0.097
S -0.7900 0.1507 -2.6309 -0.101 0.155 -0.070
C -2.3718 -0.3785 -1.9127 -0.181 -0.148 0.120
C -2.2685 -1.2515 -0.6847 -0.085 -0.119 -0.110
C -3.1983 -2.2517 -0.4531 0.069 0.109 0.105
C -3.1152 -2.9634 0.7339 -0.121 -0.104 -0.006
C -2.0919 -2.6969 1.6234 0.170 0.052 0.009
C -1.1413 -1.7374 1.2905 -0.125 -0.065 -0.016
C 0.1154 -1.6182 2.1215 -0.071 -0.155 -0.071
S 1.0243 -0.0332 1.9990 -0.268 0.047 0.069
C 2.7144 -0.5837 1.8956 -0.057 0.030 -0.150
C 3.2490 -1.2040 3.0242 0.053 -0.028 0.006
C 4.5536 -1.6571 3.0282 -0.065 0.051 -0.057
C 5.3244 -1.4550 1.8850 0.030 -0.036 0.054
C 4.7991 -0.8178 0.7812 0.048 0.030 -0.102
C 3.4749 -0.3457 0.7358 -0.009 0.032 -0.071
S 2.9265 0.4751 -0.7232 -0.065 -0.066 0.519
N -1.2707 -1.0153 0.1738 -0.153 0.044 0.175
H 1.3967 -4.2271 -3.0737 -0.010 0.010 0.008
H 0.7326 -4.4781 -5.4066 -0.016 0.015 -0.016
H -0.5684 -2.6808 -6.5577 -0.003 0.006 0.007
H -1.1859 -0.6580 -5.2684 0.005 0.011 0.033
H -2.9528 -0.8945 -2.6766 0.022 0.029 -0.039
H -2.9100 0.5394 -1.6583 0.068 0.043 -0.018
H -3.9704 -2.4525 -1.1829 -0.011 -0.019 0.022
H -3.8394 -3.7374 0.9558 0.012 0.015 0.000
H -1.9880 -3.2531 2.5452 -0.028 -0.023 -0.017
H 0.8074 -2.3794 1.7515 0.002 0.004 -0.025
H -0.1187 -1.8494 3.1604 0.039 0.045 0.023
H 2.6270 -1.3255 3.9040 0.000 0.005 -0.012
H 4.9619 -2.1471 3.9019 0.012 -0.002 -0.011
H 6.3512 -1.7998 1.8578 -0.011 0.001 0.000
H 5.4116 -0.6728 -0.0997 -0.008 0.004 0.007
N 0.8672 2.6480 -0.6262 -0.314 -0.034 -0.244
C 0.3004 3.5481 0.3038 -0.073 -0.115 0.138
C 0.8885 4.7116 0.7047 -0.016 0.184 0.057
C 0.2527 5.5514 1.6512 0.152 -0.059 -0.129
C -0.9688 5.2276 2.1580 -0.082 -0.132 -0.037
C -1.5880 4.0087 1.7772 -0.139 0.199 0.211
C -2.8474 3.5993 2.2759 0.025 0.154 0.051
C -3.3551 2.3991 1.8937 0.163 -0.291 -0.232
C -2.5780 1.5689 1.0488 -0.187 0.076 0.250
N -1.4055 1.8989 0.5652 0.066 0.174 -0.021
C -0.9308 3.1481 0.8869 0.129 -0.276 -0.210
H 1.8675 2.7573 -0.7543 0.034 -0.112 0.068
H 0.3979 2.6781 -1.5265 0.045 0.217 -0.085
H 1.8400 5.0029 0.2777 0.003 -0.003 0.014
H 0.7435 6.4681 1.9498 -0.011 0.001 0.003
H -1.4754 5.8788 2.8590 0.000 -0.007 -0.003
H -3.3900 4.2461 2.9554 0.027 0.011 -0.012
H -4.3143 2.0403 2.2385 -0.010 0.028 0.022
H -2.9483 0.5809 0.8098 -0.012 0.000 -0.008
```
Forces are in eV/Å.

For the LUMO energy (spin up / spin down), the calculation gives -0.469 / -0.498 eV. As for the net charge: 0. Its spin multiplicity is 3. Its HOMO energy (spin up / spin down) is -5.997 / -6.100 eV.

***

Number 1: total energy -3081.186794 Eh, maximum force 0.22 eV/Å. Number 2: total energy -3814.948454 Eh, maximum force 1.47 eV/Å. Number 3: total energy -3687.385652 Eh, maximum force 1.14 eV/Å.